1.
{"formula": "C36H32F3Ge", "method": "ωB97M-V/def2-TZVPD", "symbols": ["C", "C", "C", "C", "Ge", "C", "C", "C", "C", "C", "C", "C", "C", "C", "C", "C", "C", "C", "C", "C", "C", "C", "C", "H", "H", "H", "H", "H", "H", "H", "H", "H", "H", "H", "H", "H", "H", "H", "H", "H", "H", "H", "H", "H", "H", "F", "C", "F", "F", "C", "C", "C", "C", "C", "C", "C", "C", "C", "C", "C", "C", "C", "H", "H", "H", "H", "H", "H", "H", "H", "H", "H"], "xyz": [[-2.6989, 0.4688, 3.9820], [-1.6743, -0.5525, 4.4038], [-2.0850, -1.7352, 4.9035], [-0.1889, -0.2644, 4.2339], [0.4249, 0.0805, 2.3997], [-0.9664, -0.4850, 1.1982], [-1.5870, 0.4331, 0.3405], [-2.6796, 0.0208, -0.4306], [-3.1406, -1.2987, -0.3591], [-2.5010, -2.2181, 0.4757], [-1.4033, -1.8182, 1.2443], [0.8781, 1.9210, 2.0474], [1.9019, 2.2191, 1.1297], [2.2189, 3.5524, 0.8430], [1.5174, 4.5902, 1.4644], [0.5059, 4.2947, 2.3858], [0.1888, 2.9637, 2.6891], [2.0233, -0.9178, 1.9958], [2.0704, -1.7943, 0.9018], [3.2598, -2.4774, 0.6115], [4.3985, -2.2794, 1.4002], [4.3540, -1.3915, 2.4813], [3.1703, -0.7061, 2.7804], [-2.2584, 1.3955, 3.5852], [-3.3595, 0.0503, 3.2061], [-3.3486, 0.7443, 4.8261], [-1.3505, -2.4793, 5.2178], [-3.1384, -1.9661, 4.9672], [0.1544, 0.6096, 4.8114], [0.3908, -1.1461, 4.5437], [-1.2213, 1.4620, 0.2762], [-3.1688, 0.7363, -1.0924], [-3.9951, -1.6143, -0.9592], [-2.8438, -3.2546, 0.5338], [-0.9020, -2.5456, 1.8885], [2.4538, 1.4135, 0.6391], [3.0158, 3.7743, 0.1301], [1.7589, 5.6293, 1.2335], [-0.0453, 5.0996, 2.8753], [-0.5908, 2.7428, 3.4228], [1.1916, -1.9353, 0.2689], [3.2929, -3.1623, -0.2377], [5.3234, -2.8149, 1.1723], [5.2420, -1.2231, 3.0939], [3.1444, -0.0002, 3.6139], [-6.2175, 3.3826, 4.4880], [-6.3500, 3.0035, 5.8020], [-5.4990, 3.7896, 6.5238], [-7.6230, 3.3404, 6.1837], [-6.0756, 1.5402, 5.9606], [-5.0950, 1.0971, 6.8457], [-4.7768, -0.2454, 6.8750], [-5.4207, -1.1706, 6.0072], [-4.9220, -2.4949, 5.9291], [-5.2685, -3.4224, 4.8982], [-5.4475, -4.7944, 5.2246], [-5.6928, -5.7298, 4.2319], [-5.7188, -5.3383, 2.8828], [-5.5406, -3.9914, 2.5357], [-5.3452, -3.0319, 3.5278], [-6.4969, -0.6926, 5.2004], [-6.8032, 0.6554, 5.1670], [-4.5981, 1.7993, 7.5085], [-3.9960, -0.6089, 7.5479], [-4.3205, -2.8588, 6.7677], [-5.4055, -5.0653, 6.2847], [-5.8540, -6.7725, 4.5118], [-5.8704, -6.0878, 2.1072], [-5.5595, -3.6854, 1.4874], [-5.2300, -1.9787, 3.2554], [-7.0672, -1.3856, 4.5808], [-7.6000, 1.0263, 4.5249]], "lowdin_charge": [-0.041, -0.391, 0.036, -0.209, 0.972, -0.292, -0.086, -0.080, -0.095, -0.099, -0.118, -0.288, -0.090, -0.075, -0.082, -0.084, -0.110, -0.298, -0.098, -0.080, -0.084, -0.082, -0.107, 0.069, 0.087, 0.060, 0.076, 0.010, 0.085, 0.074, 0.104, 0.105, 0.101, 0.096, 0.110, 0.104, 0.108, 0.106, 0.103, 0.081, 0.094, 0.105, 0.106, 0.105, 0.107, 0.133, -0.507, 0.133, 0.140, -0.077, 0.020, 0.024, -0.191, 0.095, -0.209, 0.009, -0.039, -0.014, -0.036, -0.001, 0.038, 0.035, 0.140, 0.141, 0.155, 0.132, 0.123, 0.124, 0.118, 0.121, 0.130, 0.145], "spin_multiplicity": 1, "orbital_gap_ev": 4.639, "total_charge": 1, "de_lowest_ev": 0.000, "e_tot_ha": -3767.2457}

2.
{"formula": "C36H32F9MgN7O4PS", "method": "ωB97M-V/def2-TZVPD", "symbols": ["Mg", "C", "C", "N", "C", "S", "N", "N", "C", "C", "C", "C", "C", "C", "C", "N", "H", "H", "H", "H", "H", "H", "H", "H", "H", "H", "H", "H", "H", "N", "N", "C", "O", "O", "H", "H", "H", "O", "C", "C", "C", "C", "O", "N", "H", "H", "H", "H", "F", "C", "F", "F", "C", "C", "C", "C", "C", "C", "P", "C", "C", "C", "C", "C", "C", "C", "F", "F", "F", "C", "C", "C", "C", "C", "C", "C", "F", "F", "F", "H", "H", "H", "H", "H", "H", "H", "H", "H", "H", "H", "H"], "xyz": [[-0.2751, -0.4364, 1.8659], [-2.7395, 2.8860, 4.8630], [-3.4585, 1.5441, 5.0083], [-3.7145, 0.9250, 3.7204], [-2.8680, 0.0154, 3.1713], [-2.9457, -0.2362, 1.4855], [-2.1518, -0.7404, 4.0036], [-1.2070, -1.4196, 3.3671], [-0.6239, -2.4718, 3.8168], [-0.9361, -3.1252, 5.1314], [0.2698, -3.0948, 2.8443], [0.9529, -4.2882, 3.0951], [1.6524, -4.8901, 2.0651], [1.6431, -4.3086, 0.8053], [0.9646, -3.1085, 0.6441], [0.3134, -2.5150, 1.6301], [-2.4174, 3.2562, 5.8378], [-3.3953, 3.6324, 4.4102], [-1.8684, 2.7510, 4.2226], [-4.4123, 1.6714, 5.5304], [-2.8429, 0.8476, 5.5749], [-4.2014, 1.4855, 3.0395], [-1.7552, -2.5849, 5.6014], [-0.0680, -3.1049, 5.7944], [-1.2375, -4.1628, 4.9743], [0.9430, -4.7248, 4.0836], [2.1954, -5.8106, 2.2406], [2.1597, -4.7667, -0.0263], [0.9283, -2.5949, -0.3068], [3.0005, -1.1138, 0.6055], [2.8353, 0.2780, 0.5601], [1.5817, 0.8808, 0.5712], [1.5629, 2.0929, 0.7788], [0.5522, 0.1463, 0.2804], [3.0715, -1.4231, 1.5765], [3.8774, -1.3272, 0.1433], [3.5339, 0.8400, 1.0289], [-0.4366, 1.4604, 2.8461], [0.7098, 1.2802, 3.2592], [1.6026, 2.3238, 3.9092], [2.8175, 1.4979, 4.3209], [2.5759, 0.1401, 3.6411], [3.4090, -0.7519, 3.5715], [1.3188, 0.0930, 3.1409], [1.0923, 2.8166, 4.7370], [1.8341, 3.0661, 3.1454], [2.8500, 1.3336, 5.3992], [3.7776, 1.9084, 4.0128], [-0.7046, -2.5284, -8.4932], [0.4463, -2.5836, -7.7858], [1.3489, -1.8785, -8.5077], [0.8503, -3.8677, -7.8328], [0.2985, -2.0558, -6.3940], [-0.2341, -0.7837, -6.2056], [-0.3510, -0.2652, -4.9290], [0.0556, -1.0081, -3.8219], [0.5858, -2.2780, -4.0343], [0.7119, -2.8108, -5.3079], [0.0912, -0.4720, -2.0138], [-1.5930, 0.2472, -1.9369], [-1.9182, 1.3588, -1.1647], [-3.2287, 1.8053, -1.0808], [-4.2326, 1.1144, -1.7365], [-3.9360, -0.0469, -2.4425], [-2.6271, -0.4697, -2.5489], [-5.6525, 1.5762, -1.7220], [-5.8326, 2.7572, -1.1010], [-6.4982, 0.7035, -1.1343], [-6.1391, 1.7437, -2.9814], [1.1876, 0.9697, -2.3716], [2.5455, 0.6571, -2.4056], [3.5073, 1.6460, -2.4874], [3.1059, 2.9730, -2.5471], [1.7585, 3.2976, -2.5839], [0.8041, 2.2992, -2.5007], [4.1302, 4.0610, -2.5791], [5.2912, 3.7132, -1.9881], [3.7243, 5.2014, -1.9910], [4.4641, 4.4121, -3.8516], [-0.5490, -0.2113, -7.0688], [-0.7613, 0.7281, -4.7940], [0.9044, -2.8540, -3.1737], [1.1254, -3.7984, -5.4564], [-1.1500, 1.8588, -0.5893], [-3.4635, 2.6820, -0.4945], [-4.7385, -0.6064, -2.9051], [-2.4072, -1.3750, -3.1006], [2.8368, -0.3828, -2.3276], [4.5598, 1.3972, -2.4663], [1.4550, 4.3329, -2.6572], [-0.2417, 2.5683, -2.5071]], "lowdin_charge": [0.436, -0.085, -0.252, -0.025, -0.840, 0.690, 0.011, -0.081, -0.265, -0.024, -0.203, -0.012, -0.068, -0.062, -0.134, 0.088, 0.065, 0.067, 0.052, 0.103, 0.097, 0.105, 0.064, 0.083, 0.078, 0.104, 0.103, 0.098, 0.062, 0.056, -0.004, -0.727, 0.042, -0.221, 0.058, 0.084, 0.138, 0.003, -0.506, -0.069, -0.075, -0.490, 0.019, 0.115, 0.115, 0.117, 0.114, 0.113, 0.126, -0.575, 0.126, 0.123, -0.137, -0.011, -0.062, -0.349, -0.094, -0.015, 1.156, -0.341, -0.126, -0.045, -0.146, -0.015, -0.079, -0.569, 0.125, 0.130, 0.112, -0.328, -0.091, -0.008, -0.129, -0.001, -0.054, -0.569, 0.124, 0.131, 0.114, 0.122, 0.114, 0.089, 0.114, 0.109, 0.121, 0.122, 0.106, 0.104, 0.120, 0.122, 0.098], "spin_multiplicity": 1, "orbital_gap_ev": 7.292, "total_charge": -1, "de_lowest_ev": 1.361, "e_tot_ha": -3914.0859}

3.
{"formula": "C36H32FIrP2", "method": "ωB97M-V/def2-TZVPD", "symbols": ["C", "C", "C", "C", "C", "C", "P", "C", "C", "C", "C", "C", "C", "Ir", "P", "C", "C", "C", "C", "C", "C", "C", "C", "C", "C", "C", "C", "C", "C", "C", "C", "C", "C", "C", "C", "C", "C", "C", "C", "H", "H", "H", "H", "H", "H", "H", "H", "H", "H", "H", "H", "H", "H", "H", "H", "H", "H", "H", "H", "H", "H", "H", "H", "H", "H", "H", "H", "H", "H", "H", "H", "F"], "xyz": [[1.1824, -2.6526, -2.5407], [0.0421, -2.8514, -1.7418], [-1.0609, -3.5498, -2.2619], [-0.9781, -4.1318, -3.5281], [0.1720, -3.9652, -4.3065], [1.2427, -3.2091, -3.8198], [0.0536, -2.1905, -0.0407], [-1.3921, -2.9959, 0.7470], [-2.5096, -2.2247, 1.0642], [-3.6320, -2.8422, 1.6278], [-3.6260, -4.2155, 1.8844], [-2.4943, -4.9816, 1.5824], [-1.3710, -4.3731, 1.0161], [-0.0271, -0.0083, 0.4347], [-0.0431, 2.2063, 0.1054], [-1.1065, 2.8711, -1.2175], [-0.5970, 3.6125, -2.2959], [-1.4747, 4.2039, -3.2067], [-2.8526, 3.9907, -3.0976], [-3.3525, 3.1612, -2.0890], [-2.4815, 2.5876, -1.1594], [-0.6002, 3.0398, 1.6528], [0.1714, 2.8391, 2.8041], [-0.2249, 3.3922, 4.0219], [-1.3894, 4.1643, 4.0914], [-2.1475, 4.3846, 2.9397], [-1.7512, 3.8341, 1.7162], [1.5697, 3.0275, -0.1438], [2.7328, 2.2597, -0.2268], [3.9561, 2.8945, -0.4739], [4.0162, 4.2835, -0.6110], [2.8558, 5.0537, -0.4711], [1.6316, 4.4284, -0.2231], [1.4866, -3.0358, 0.7403], [2.1205, -4.1367, 0.1407], [3.2071, -4.7460, 0.7770], [3.6533, -4.2748, 2.0146], [3.0051, -3.1955, 2.6218], [1.9220, -2.5841, 1.9886], [1.0545, 2.2018, 2.7548], [0.3762, 3.2157, 4.9144], [-1.7024, 4.5895, 5.0451], [-3.0573, 4.9849, 2.9834], [-2.3405, 4.0241, 0.8220], [0.4783, 3.7457, -2.4143], [-1.0771, 4.8339, -4.0039], [-3.5356, 4.4619, -3.8059], [-4.4234, 2.9650, -2.0168], [-2.8624, 1.9284, -0.3744], [2.6656, 1.1762, -0.0979], [4.8645, 2.2975, -0.5607], [4.9685, 4.7724, -0.8219], [2.8964, 6.1409, -0.5593], [0.7286, 5.0316, -0.1069], [1.7781, -4.5221, -0.8193], [3.7001, -5.5920, 0.2962], [4.5035, -4.7484, 2.5069], [3.3385, -2.8275, 3.5913], [1.4180, -1.7413, 2.4629], [-2.4782, -1.1436, 0.8923], [-4.5100, -2.2432, 1.8668], [-4.5035, -4.6919, 2.3238], [-2.4785, -6.0530, 1.7852], [-0.4833, -4.9647, 0.7898], [-1.9680, -3.6586, -1.6665], [-1.8171, -4.7174, -3.9053], [0.2315, -4.4209, -5.2971], [2.1328, -3.0566, -4.4318], [2.0236, -2.0756, -2.1493], [-0.2218, 0.1187, -1.4911], [0.5368, 0.0088, -1.4217], [-0.1453, -0.1104, 2.3933]], "mulliken_spin": [0.016, 0.050, 0.002, 0.005, 0.007, -0.005, 0.325, -0.006, -0.016, 0.030, 0.027, -0.008, 0.038, 1.926, 0.204, 0.016, -0.009, -0.001, 0.010, 0.003, 0.008, 0.047, 0.012, -0.004, 0.028, -0.007, 0.023, -0.043, 0.017, 0.008, 0.000, 0.003, -0.009, 0.282, 0.020, 0.136, 0.228, 0.063, 0.074, 0.004, 0.000, 0.001, 0.000, -0.001, 0.000, 0.001, 0.000, 0.000, -0.018, 0.048, 0.000, 0.000, 0.000, 0.000, -0.005, 0.004, -0.006, 0.004, 0.017, 0.036, 0.001, 0.000, 0.001, 0.000, 0.006, 0.001, 0.000, 0.000, -0.002, 0.093, 0.100, 0.216], "spin_multiplicity": 5, "orbital_gap_ev": [5.937, 2.980], "total_charge": 2, "e_tot_ha": -2277.1778}